Entry 1:
78
Properties=species:S:1:pos:R:3:lowdin_charge:R:1 method="wB97M-V/def2-TZVPD" orbital_gap_ev=4.9 lumo_energy_ev=3.1 e_homo_ev=-1.8 total_charge=-2 spin_multiplicity=1
C 2.176 -1.476 -1.041 -0.082
C 0.752 -1.267 -0.270 -0.276
O -0.313 -2.039 -0.905 -0.306
S -1.362 -1.065 -1.807 0.663
O -0.832 -0.688 -3.196 -0.407
O -1.811 0.215 -1.106 -0.395
N -2.805 -2.033 -2.066 -0.346
S -3.904 -1.863 -0.743 0.681
O -4.900 -3.054 -0.632 -0.470
O -3.222 -1.778 0.641 -0.452
C -4.974 -0.332 -1.104 -0.554
O -5.723 0.136 -0.125 -0.154
O -4.912 0.291 -2.410 -0.275
H 2.148 -2.477 -1.624 0.084
H 2.407 -0.577 -1.744 0.076
H 3.014 -1.473 -0.221 0.037
H 0.900 -1.736 0.806 0.109
H 0.516 -0.150 -0.099 0.122
C -6.000 -7.307 -0.029 -0.225
C -5.849 -6.150 0.959 -0.206
C -5.594 -6.757 2.340 -0.226
S -4.797 -8.331 2.055 0.662
O -5.684 -9.385 2.500 -0.351
O -3.416 -8.251 2.482 -0.339
C -4.853 -8.260 0.274 -0.242
H -5.972 -6.961 -1.065 0.121
H -6.959 -7.810 0.135 0.113
H -4.996 -5.529 0.666 0.119
H -6.734 -5.508 0.968 0.124
H -4.941 -6.123 2.943 0.108
H -6.529 -6.943 2.874 0.100
H -5.006 -9.260 -0.134 0.101
H -3.900 -7.853 -0.074 0.113
C 4.660 -0.053 4.590 -0.229
C 3.964 1.222 4.108 -0.208
C 3.708 1.064 2.610 -0.224
S 3.552 -0.688 2.310 0.694
O 4.657 -1.115 1.480 -0.320
O 2.174 -0.986 1.980 -0.333
C 3.871 -1.206 3.986 -0.234
H 4.688 -0.113 5.681 0.111
H 5.693 -0.072 4.224 0.118
H 3.011 1.339 4.635 0.121
H 4.564 2.113 4.314 0.114
H 2.788 1.567 2.303 0.102
H 4.548 1.434 2.018 0.074
H 4.418 -2.150 3.987 0.106
H 2.908 -1.329 4.488 0.111
C -2.119 4.227 -3.729 -0.219
C -0.843 4.830 -4.318 -0.229
C 0.210 4.846 -3.210 -0.255
S -0.201 3.495 -2.111 0.650
O -0.584 4.046 -0.828 -0.318
O 0.798 2.456 -2.239 -0.322
C -1.677 2.984 -2.969 -0.210
H -2.848 3.983 -4.506 0.119
H -2.582 4.943 -3.041 0.118
H -0.494 4.205 -5.149 0.116
H -1.015 5.835 -4.714 0.105
H 1.216 4.696 -3.608 0.096
H 0.172 5.774 -2.635 0.101
H -2.421 2.630 -2.254 0.118
H -1.402 2.179 -3.656 0.117
C 2.715 4.800 -0.669 -0.220
C 3.996 5.402 -1.249 -0.213
C 5.045 5.409 -0.134 -0.230
S 4.619 4.054 0.954 0.665
O 4.231 4.597 2.238 -0.326
O 5.611 3.007 0.824 -0.336
C 3.147 3.557 0.085 -0.221
H 1.988 4.561 -1.449 0.057
H 2.250 5.515 0.019 0.132
H 4.347 4.780 -2.080 0.121
H 3.829 6.409 -1.642 0.113
H 6.052 5.256 -0.527 0.100
H 5.009 6.334 0.447 0.102
H 2.398 3.204 0.794 0.110
H 3.421 2.755 -0.605 0.124


Entry 2:
303
Properties=species:S:1:pos:R:3:lowdin_charge:R:1 method="wB97M-V/def2-TZVPD" orbital_gap_ev=8.6 lumo_energy_ev=0.2 e_homo_ev=-8.4 total_charge=0 spin_multiplicity=1
C 7.027 0.053 -0.362 -0.073
O 7.951 1.105 -0.811 -0.210
C 7.482 1.702 -2.031 -0.187
C 8.619 2.576 -2.739 -0.174
N 8.110 3.882 -3.127 -0.055
C 9.141 4.677 -3.767 -0.202
C 9.809 3.981 -4.966 -0.204
O 10.503 4.866 -5.852 -0.208
C 11.234 4.465 -6.999 -0.120
H 6.059 0.507 -0.151 0.078
H 7.463 -0.263 0.586 0.080
H 6.951 -0.739 -1.107 0.076
H 6.516 2.199 -1.938 0.088
H 7.308 0.860 -2.700 0.105
H 9.023 2.038 -3.596 0.096
H 9.438 2.524 -2.020 0.119
H 7.328 3.790 -3.759 0.060
H 9.961 4.924 -3.094 0.113
H 8.942 5.731 -3.958 0.119
H 9.082 3.571 -5.668 0.119
H 10.518 3.202 -4.685 0.114
H 10.702 4.110 -7.882 0.076
H 11.753 3.520 -6.835 0.072
H 12.007 5.189 -7.256 0.087
C 2.482 -0.435 -2.078 -0.059
O 3.064 -1.304 -3.083 -0.213
C 3.929 -2.303 -2.487 -0.218
C 4.956 -2.943 -3.435 -0.138
N 6.104 -3.518 -2.637 -0.057
C 5.918 -4.590 -1.663 -0.195
C 7.275 -5.211 -1.300 -0.211
O 7.767 -5.925 -2.437 -0.180
C 9.103 -6.237 -2.159 -0.145
H 2.305 0.581 -2.431 0.068
H 3.154 -0.379 -1.221 0.084
H 1.469 -0.808 -1.927 0.079
H 3.159 -2.937 -2.048 0.106
H 4.379 -1.911 -1.575 0.090
H 5.451 -2.276 -4.140 0.119
H 4.355 -3.604 -4.059 0.089
H 6.963 -3.685 -3.141 0.100
H 5.358 -5.379 -2.166 0.116
H 5.394 -4.272 -0.762 0.099
H 7.382 -5.850 -0.424 0.124
H 7.893 -4.319 -1.198 0.113
H 9.684 -5.314 -2.145 0.087
H 9.336 -7.034 -2.865 0.094
H 9.420 -6.644 -1.199 0.080
C 4.365 -7.525 1.677 -0.129
O 3.944 -6.461 0.878 -0.215
C 2.525 -6.217 0.738 -0.154
C 1.730 -5.807 2.055 -0.140
N 1.806 -4.358 2.508 -0.051
C 0.751 -4.087 3.470 -0.181
C 1.038 -2.584 3.905 -0.176
O 2.345 -2.391 4.393 -0.235
C 2.490 -1.250 5.247 -0.074
H 3.743 -8.356 1.345 0.088
H 4.423 -7.302 2.743 0.081
H 5.393 -7.866 1.553 0.079
H 2.044 -7.067 0.254 0.097
H 2.457 -5.400 0.021 0.107
H 2.025 -6.505 2.839 0.105
H 0.686 -6.055 1.865 0.106
H 2.665 -4.211 3.018 0.049
H 0.937 -4.775 4.295 0.110
H -0.281 -4.290 3.185 0.115
H 0.318 -2.297 4.672 0.108
H 0.914 -2.020 2.981 0.095
H 2.443 -0.355 4.628 0.083
H 3.412 -1.284 5.828 0.093
H 1.608 -1.208 5.886 0.079
C -7.508 -4.533 -8.748 -0.113
O -6.285 -4.230 -8.118 -0.191
C -5.092 -4.708 -8.809 -0.202
C -4.036 -5.563 -7.995 -0.153
N -3.590 -4.535 -7.008 -0.071
C -2.307 -3.860 -7.085 -0.181
C -2.284 -2.778 -5.887 -0.178
O -3.441 -1.946 -5.866 -0.197
C -3.698 -1.307 -4.661 -0.123
H -7.662 -3.814 -9.553 0.086
H -8.284 -4.357 -8.003 0.088
H -7.529 -5.563 -9.105 0.084
H -4.501 -4.030 -9.425 0.118
H -5.439 -5.439 -9.539 0.095
H -3.284 -6.107 -8.567 0.110
H -4.595 -6.432 -7.648 0.098
H -4.282 -3.809 -7.121 0.072
H -2.078 -3.303 -7.994 0.096
H -1.525 -4.615 -7.157 0.106
H -1.330 -2.259 -5.786 0.111
H -2.342 -3.335 -4.951 0.106
H -4.440 -0.537 -4.872 0.093
H -2.824 -0.794 -4.261 0.067
H -4.047 -2.039 -3.933 0.095
C -4.625 6.400 0.247 -0.096
O -5.517 5.569 -0.535 -0.199
C -5.658 6.081 -1.928 -0.204
C -6.554 5.197 -2.711 -0.197
N -7.788 5.156 -1.898 -0.075
C -8.679 6.297 -2.130 -0.189
C -9.947 6.366 -1.279 -0.248
O -11.087 6.076 -2.002 -0.166
C -12.133 5.752 -1.109 -0.120
H -4.135 5.836 1.041 0.079
H -5.122 7.135 0.880 0.079
H -3.883 6.927 -0.352 0.065
H -4.651 5.975 -2.331 0.109
H -5.913 7.140 -1.975 0.118
H -6.141 4.212 -2.928 0.114
H -6.749 5.574 -3.715 0.122
H -7.483 5.138 -0.935 0.083
H -8.928 6.068 -3.166 0.120
H -8.092 7.215 -2.094 0.103
H -10.105 7.296 -0.732 0.124
H -9.754 5.570 -0.560 0.116
H -12.991 5.850 -1.773 0.092
H -12.272 6.282 -0.167 0.086
H -12.036 4.726 -0.755 0.085
C -2.320 -4.483 6.168 -0.090
O -1.710 -5.603 5.550 -0.215
C -2.358 -6.790 5.866 -0.246
C -3.013 -7.251 4.574 -0.179
N -4.287 -8.043 4.818 -0.028
C -4.704 -8.782 3.565 -0.213
C -5.884 -9.649 3.656 -0.276
O -5.883 -10.467 4.803 -0.160
C -7.155 -10.989 5.109 -0.119
H -3.336 -4.242 5.855 0.090
H -1.843 -3.590 5.764 0.076
H -2.199 -4.695 7.230 0.095
H -3.051 -6.731 6.705 0.117
H -1.576 -7.434 6.269 0.123
H -2.340 -7.737 3.867 0.102
H -3.212 -6.416 3.902 0.113
H -4.324 -8.515 5.711 0.094
H -3.869 -9.206 3.008 0.106
H -5.129 -8.101 2.829 0.117
H -5.901 -10.080 2.655 0.122
H -6.839 -9.127 3.599 0.119
H -7.618 -11.550 4.297 0.086
H -7.878 -10.272 5.497 0.088
H -6.982 -11.730 5.889 0.086
C 1.737 3.993 0.158 -0.120
O 0.778 3.065 -0.045 -0.214
C -0.400 3.047 0.635 -0.196
C -1.378 1.873 0.019 -0.151
N -2.080 1.116 1.070 -0.004
C -1.025 0.207 1.664 -0.196
C -0.421 -0.903 0.878 -0.218
O -1.238 -2.065 1.111 -0.196
C -0.935 -3.086 0.112 -0.074
H 2.631 3.590 -0.318 0.091
H 1.874 4.251 1.208 0.097
H 1.519 4.885 -0.428 0.067
H -0.734 4.085 0.651 0.093
H -0.196 2.883 1.693 0.098
H -0.746 1.402 -0.734 0.094
H -2.100 2.419 -0.588 0.105
H -2.769 0.568 0.575 0.063
H -1.467 -0.124 2.603 0.101
H -0.230 0.834 2.067 0.101
H 0.584 -1.080 1.262 0.108
H -0.363 -0.638 -0.177 0.103
H -1.119 -2.586 -0.838 0.080
H -1.648 -3.911 0.080 0.081
H -0.006 -3.650 0.190 0.074
C -3.952 0.877 7.480 -0.127
O -4.403 -0.156 6.658 -0.174
C -5.130 0.143 5.502 -0.224
C -4.244 0.332 4.243 -0.163
N -4.939 0.110 2.881 -0.035
C -4.514 -1.122 2.174 -0.194
C -5.131 -1.163 0.760 -0.207
O -4.681 -0.080 -0.086 -0.179
C -5.610 -0.013 -1.143 -0.138
H -2.870 0.775 7.567 0.068
H -4.333 0.955 8.498 0.083
H -4.029 1.901 7.113 0.089
H -5.848 0.950 5.651 0.122
H -5.718 -0.744 5.267 0.112
H -3.314 -0.235 4.257 0.095
H -3.780 1.314 4.334 0.102
H -4.908 0.915 2.273 0.088
H -4.869 -2.007 2.702 0.122
H -3.446 -1.160 1.960 0.078
H -6.203 -1.358 0.798 0.120
H -4.731 -2.058 0.283 0.119
H -6.475 0.618 -0.940 0.091
H -6.163 -0.868 -1.533 0.083
H -5.175 0.278 -2.099 0.076
C 1.818 8.714 -3.121 -0.109
O 0.553 8.076 -2.987 -0.177
C 0.513 6.930 -2.130 -0.222
C -0.791 6.701 -1.367 -0.228
N -0.829 7.766 -0.405 -0.036
C -0.477 7.275 0.986 -0.143
C 0.140 8.284 2.031 -0.176
O 1.491 8.787 1.818 -0.214
C 2.015 9.523 2.893 -0.107
H 1.702 9.422 -3.942 0.081
H 2.672 8.114 -3.435 0.081
H 2.111 9.297 -2.248 0.085
H 1.316 6.925 -1.393 0.114
H 0.605 6.082 -2.808 0.102
H -0.792 5.699 -0.937 0.094
H -1.613 6.692 -2.082 0.114
H -1.660 8.339 -0.433 0.104
H 0.267 6.479 0.943 0.093
H -1.316 6.847 1.534 0.098
H 0.208 7.734 2.969 0.074
H -0.526 9.141 2.123 0.118
H 1.444 10.451 2.926 0.085
H 3.067 9.799 2.819 0.084
H 1.780 8.838 3.708 0.066
C -0.483 1.778 5.991 -0.082
O -0.945 3.151 5.931 -0.217
C -0.011 4.171 5.555 -0.178
C -0.824 5.385 4.864 -0.166
N -1.561 6.230 5.814 -0.087
C -2.041 7.438 5.211 -0.208
C -3.037 8.027 6.241 -0.175
O -3.944 6.951 6.568 -0.223
C -5.103 7.318 7.246 -0.116
H 0.146 1.614 6.866 0.087
H 0.101 1.422 5.142 0.067
H -1.419 1.223 5.933 0.066
H 0.578 3.709 4.763 0.101
H 0.565 4.561 6.394 0.111
H -1.567 4.921 4.216 0.112
H -0.033 5.879 4.299 0.092
H -2.347 5.792 6.274 0.101
H -2.593 7.008 4.375 0.108
H -1.210 8.065 4.888 0.111
H -3.560 8.940 5.959 0.116
H -2.491 8.323 7.136 0.119
H -5.637 7.956 6.543 0.082
H -4.893 7.861 8.168 0.093
H -5.829 6.508 7.317 0.091
C 5.000 7.063 4.372 -0.245
C 3.669 6.756 5.185 -0.261
O 3.537 7.533 6.320 -0.033
O 4.975 8.342 3.919 -0.071
H 5.225 6.468 3.487 0.122
H 5.762 7.126 5.149 0.117
H 3.481 5.682 5.211 0.108
H 2.832 7.035 4.545 0.086
H 2.655 7.346 6.650 0.090
H 5.854 8.604 3.636 0.097
C -0.962 2.785 -4.080 -0.185
C 0.570 3.046 -3.827 -0.207
O 1.362 2.057 -4.515 -0.085
O -1.332 1.397 -3.816 -0.089
H -1.149 3.070 -5.115 0.117
H -1.551 3.414 -3.413 0.105
H 0.864 3.019 -2.778 0.093
H 0.724 4.050 -4.222 0.105
H 0.823 1.309 -4.783 0.075
H -2.066 1.146 -4.381 0.057
C 5.444 -3.330 2.948 -0.271
C 4.884 -2.072 2.335 -0.196
O 4.405 -2.546 1.060 -0.090
O 4.519 -4.124 3.561 -0.056
H 6.106 -2.879 3.688 0.114
H 6.001 -3.930 2.230 0.133
H 5.643 -1.290 2.324 0.111
H 4.023 -1.634 2.840 0.104
H 3.700 -3.168 1.253 0.054
H 4.208 -3.723 4.375 0.090
C -0.357 -9.913 0.138 -0.233
C -0.010 -9.335 -1.230 -0.236
O -0.237 -7.908 -1.156 -0.078
O -0.749 -11.303 0.185 -0.070
H -1.190 -9.374 0.588 0.110
H 0.473 -9.612 0.778 0.111
H -0.673 -9.636 -2.041 0.114
H 0.960 -9.763 -1.486 0.116
H -0.074 -7.620 -2.057 0.031
H -1.669 -11.416 0.435 0.076
C 4.294 3.673 -3.201 -0.245
C 4.540 3.212 -4.614 -0.188
O 5.962 2.886 -4.832 -0.079
O 4.890 4.926 -2.898 -0.058
H 4.768 2.920 -2.571 0.097
H 3.247 3.669 -2.898 0.099
H 4.094 3.865 -5.365 0.124
H 3.977 2.291 -4.766 0.104
H 6.014 3.090 -5.768 0.084
H 5.597 4.830 -2.256 0.072
C 1.512 -7.178 -4.202 -0.272
C 0.976 -8.094 -5.332 -0.186
O 2.088 -8.729 -6.026 -0.087
O 0.588 -6.456 -3.491 -0.071
H 2.082 -6.328 -4.576 0.101
H 2.335 -7.648 -3.664 0.124
H 0.351 -7.513 -6.010 0.109
H 0.367 -8.931 -4.992 0.110
H 2.033 -9.662 -6.246 0.077
H 0.755 -5.557 -3.784 0.033
O 1.500 -3.990 -4.115 -0.014
H 2.154 -3.921 -4.811 0.059
H 1.883 -3.514 -3.378 0.029